DFT (ωB97M-V/def2-TZVPD) results for 13 unconnected molecules or ions with the total composition C30H94N8O12 in a non-equilibrium geometry.

The calculation puts the calculated total energy at -69122.1673 eV. The LUMO energy is 0.0123 hartree. The calculation puts the gap between HOMO and LUMO at 8.95 eV.

```
144
Properties=species:S:1:pos:R:3:forces:R:3:lowdin_charge:R:1
N -2.913 2.995 1.547 -1.1932 0.9544 -0.4622 0.262
H -1.999 3.486 1.579 -0.0605 -0.6125 0.4513 0.089
H -2.789 2.130 0.970 0.7335 -0.3668 0.0083 0.048
H -3.598 3.589 1.075 0.0765 -0.2300 -0.1977 0.125
H -3.333 2.756 2.444 0.4934 -0.1077 0.1420 0.137
C -0.067 -0.769 -0.128 0.2988 0.2528 -0.6592 -0.080
C -0.956 -0.018 0.872 0.6522 -0.2892 -0.6367 -0.420
O -1.812 0.884 0.267 -0.3696 -0.3365 0.1043 -0.355
H 0.343 -0.067 -0.863 -0.0532 0.1029 0.1342 0.050
H -0.609 -1.509 -0.721 0.0293 -0.1164 0.1575 0.054
H 0.792 -1.238 0.363 -0.1976 -0.2177 0.0981 0.044
H -0.184 0.454 1.526 -0.3941 0.0692 0.4728 0.083
H -1.451 -0.822 1.438 -0.1632 0.4037 0.3689 0.081
O -2.972 -0.975 -1.548 -0.0360 -0.1403 0.1508 -0.076
H -3.214 -1.729 -0.997 -0.0698 0.0872 -0.0001 0.045
H -2.449 -0.394 -0.954 -0.1554 0.2960 0.0106 -0.011
O -4.504 0.478 0.960 -0.0212 0.0422 0.1201 -0.086
H -4.973 0.257 0.149 0.0433 -0.0348 0.0263 0.026
H -3.557 0.484 0.701 0.1290 -0.1521 -0.1428 -0.026
O -0.261 3.175 1.772 0.3589 0.1638 -0.0906 -0.056
H 0.401 3.625 1.217 0.1349 0.0742 0.2299 0.038
H -0.152 2.235 1.561 -0.2890 0.1261 -0.1452 0.012
O 3.646 -0.151 0.654 -0.0137 -0.0540 0.0717 -0.078
H 4.111 -0.912 1.050 -0.0016 -0.0156 -0.0602 0.000
H 2.794 -0.503 0.376 0.0638 -0.0126 -0.0314 -0.005
C 4.894 5.031 0.293 -0.1056 -0.0123 0.2565 -0.053
C 3.910 5.227 -0.845 0.1465 -0.0824 -0.1591 -0.455
C 2.477 5.225 -0.312 -0.0360 0.1702 -0.0748 -0.195
O 2.099 4.046 0.388 -0.1974 0.1724 -0.1577 -0.226
C 2.081 2.909 -0.450 0.3457 -0.9478 -0.1625 -0.094
N 4.184 6.462 -1.590 -0.4426 0.0072 0.1311 0.039
H 4.775 5.800 1.063 -0.0806 0.0432 -0.0674 0.083
H 5.929 5.068 -0.039 -0.0434 -0.0839 -0.1594 0.081
H 4.688 4.069 0.765 0.1616 0.0082 0.0588 0.075
H 4.039 4.393 -1.541 -0.0009 0.1012 -0.1013 0.131
H 1.752 5.398 -1.118 0.1080 -0.0002 -0.1345 0.126
H 2.411 6.075 0.373 -0.2199 -0.2118 0.2191 0.131
H 1.626 2.079 0.093 -0.0450 0.1372 0.1093 0.077
H 3.086 2.562 -0.710 0.0352 0.1545 0.0661 0.092
H 1.522 3.029 -1.386 -0.1131 0.4085 0.1099 0.097
H 3.895 7.256 -1.018 0.2474 -0.0179 0.0039 0.073
H 3.565 6.503 -2.397 0.1685 -0.0327 -0.0475 0.071
C 1.045 0.236 6.046 0.6240 -0.1519 0.2485 -0.063
C 1.044 1.698 5.602 0.1670 -1.2273 -1.2360 -0.393
C 2.320 2.047 4.833 0.6105 0.3360 0.4274 -0.215
O 2.404 3.462 4.811 -0.0964 0.1029 0.0461 -0.191
C 3.275 3.950 3.822 0.1270 0.4331 -0.3390 -0.110
N -0.124 2.002 4.750 0.4433 1.0946 0.4288 0.045
H 0.402 0.082 6.912 0.0939 0.0330 0.0798 0.076
H 2.088 0.009 6.288 -0.2070 -0.2020 0.4978 0.064
H 0.772 -0.543 5.328 -0.2139 0.4900 -0.4504 0.066
H 1.050 2.315 6.499 -0.2792 0.1797 -0.0725 0.143
H 2.341 1.647 3.809 -0.3383 -0.0723 0.0049 0.121
H 3.235 1.674 5.319 -0.1571 -0.1609 0.1129 0.126
H 3.517 4.995 4.026 -0.2417 -0.0302 0.2093 0.089
H 2.788 3.918 2.841 0.2080 -0.2020 -0.0732 0.073
H 4.239 3.430 3.797 -0.1403 -0.2549 -0.0178 0.092
H 0.034 2.993 4.546 -0.6139 -0.0625 -0.0845 0.071
H 0.017 1.589 3.830 0.0886 -0.3257 0.1681 0.051
C -0.179 -4.153 -2.940 0.7335 -0.2967 -0.0334 -0.056
C -1.207 -3.758 -3.998 0.0969 0.1658 0.1000 -0.435
C -2.474 -4.575 -3.901 -0.4194 -0.1787 0.0371 -0.221
O -2.171 -5.926 -4.172 0.3120 -0.1499 -0.0969 -0.192
C -3.299 -6.761 -4.291 0.3995 -0.0686 -0.1666 -0.113
N -1.546 -2.327 -3.914 0.2402 -0.8660 -0.0667 0.068
H 0.761 -3.610 -3.094 -0.2336 0.3759 0.0695 0.062
H 0.168 -5.191 -2.965 -0.5508 -0.1343 -0.1174 0.077
H -0.546 -3.938 -1.932 -0.0373 0.0469 -0.0051 0.068
H -0.781 -3.930 -4.987 -0.0429 -0.1206 -0.0306 0.117
H -3.221 -4.210 -4.618 0.1226 0.0930 -0.0299 0.125
H -2.931 -4.483 -2.900 0.1044 0.0549 0.0323 0.130
H -3.001 -7.645 -4.857 0.0714 0.0679 -0.0347 0.084
H -4.077 -6.244 -4.859 -0.2689 -0.1236 0.2305 0.085
H -3.630 -7.119 -3.311 -0.3416 0.2677 0.0165 0.086
H -0.647 -1.853 -3.978 -0.2610 0.4322 0.1393 0.040
H -1.943 -2.167 -2.990 0.1061 0.5056 -0.1700 0.030
C 1.266 -2.610 -6.362 -0.3242 0.1542 0.0003 -0.062
C 2.443 -1.688 -6.127 0.5429 -0.0623 -0.0769 -0.434
C 2.401 -1.072 -4.736 -0.7992 -0.6625 0.6686 -0.203
O 1.131 -0.463 -4.525 0.2131 0.4084 -0.3322 -0.218
C 1.143 0.536 -3.525 -0.1233 -0.4230 -0.1861 -0.106
N 3.719 -2.438 -6.222 -0.1824 0.6358 -0.0179 0.031
H 1.197 -2.973 -7.389 0.2302 0.0775 -0.0458 0.081
H 0.352 -2.046 -6.165 -0.0672 -0.2019 0.0309 0.074
H 1.317 -3.485 -5.712 0.0360 0.0704 0.1121 0.077
H 2.404 -0.870 -6.858 -0.0650 0.0371 0.0271 0.138
H 3.223 -0.383 -4.518 0.0035 0.1745 -0.3530 0.124
H 2.467 -1.881 -3.993 0.3152 -0.0777 -0.0892 0.127
H 0.101 0.753 -3.294 0.0036 0.0754 0.0787 0.083
H 1.637 1.445 -3.881 0.1091 0.0327 0.0538 0.089
H 1.639 0.154 -2.627 0.0548 0.1707 0.1002 0.076
H 4.453 -1.776 -5.977 0.1330 -0.2628 -0.0527 0.065
H 3.886 -2.672 -7.196 -0.0202 -0.1265 0.0620 0.070
C 3.786 -1.344 3.917 -0.3979 0.3153 0.5128 -0.065
C 3.766 -2.701 3.252 0.4647 0.0420 -0.7663 -0.412
C 2.387 -3.051 2.709 0.3695 0.1273 0.2537 -0.208
O 2.494 -4.310 2.089 -0.0924 -0.0913 -0.1828 -0.189
C 1.274 -4.772 1.550 -0.2544 0.3369 0.2185 -0.089
N 4.720 -2.732 2.107 -0.5298 -0.0612 0.2693 0.044
H 4.773 -1.059 4.286 0.0250 -0.3130 0.1756 0.085
H 3.072 -1.382 4.744 0.2532 0.1430 0.2034 0.061
H 3.482 -0.497 3.297 -0.1140 -0.3676 -0.4170 0.060
H 4.045 -3.481 3.970 -0.1402 0.0943 0.1353 0.141
H 2.085 -2.272 1.996 -0.1140 -0.0759 -0.1009 0.110
H 1.654 -3.076 3.525 -0.0518 -0.0055 -0.0008 0.135
H 0.852 -4.058 0.833 0.1369 0.0066 -0.1447 0.077
H 0.528 -4.884 2.345 0.0145 -0.1785 0.0327 0.081
H 1.449 -5.723 1.060 0.0537 -0.0428 0.0070 0.092
H 4.446 -3.540 1.551 0.2096 0.0415 -0.0864 0.074
H 5.641 -2.945 2.474 0.0772 0.1593 -0.1510 0.081
C -2.327 4.005 -2.829 0.6397 -1.1019 -0.4320 -0.061
C -3.560 3.120 -2.957 -1.0957 0.8629 0.4260 -0.448
C -3.519 2.138 -4.118 1.3402 0.3201 0.3403 -0.219
O -4.729 1.468 -4.308 -0.0219 -0.2839 -0.2506 -0.164
C -5.748 2.254 -4.869 -0.8161 0.2361 0.4988 -0.116
N -3.842 2.500 -1.658 0.7696 -0.5495 0.2801 0.059
H -2.373 4.683 -1.982 -0.2291 0.1371 -0.0635 0.070
H -2.120 4.527 -3.764 -0.1441 0.2515 0.1104 0.077
H -1.458 3.350 -2.669 0.0126 0.0975 0.1070 0.070
H -4.400 3.805 -3.137 0.0118 -0.0652 -0.1184 0.122
H -2.741 1.393 -3.912 -0.2993 -0.2571 0.1163 0.129
H -3.125 2.663 -5.003 -0.5880 0.0029 -0.2648 0.126
H -5.427 2.781 -5.770 0.0296 -0.0160 -0.0273 0.092
H -6.168 2.966 -4.142 0.3835 0.2158 -0.1380 0.082
H -6.612 1.620 -5.080 0.3540 -0.2761 -0.3008 0.088
H -4.540 1.763 -1.729 -0.2323 0.2896 -0.3484 0.070
H -3.010 1.950 -1.419 0.0164 0.1473 0.2301 0.045
C -3.964 -1.732 5.826 -0.1798 -0.2154 -0.2554 -0.066
C -2.613 -1.171 5.381 -0.8696 0.5970 0.7092 -0.443
C -2.251 -1.560 3.959 -0.0379 -0.1109 1.0830 -0.213
O -2.130 -2.970 3.919 0.2932 0.3184 -0.4949 -0.174
C -2.188 -3.498 2.622 -0.6278 -1.0631 -0.2894 -0.127
N -2.699 0.306 5.430 0.2603 -0.6094 -0.3326 0.037
H -4.060 -1.609 6.907 -0.1462 0.0085 -0.0141 0.073
H -4.085 -2.790 5.590 0.2821 -0.0260 0.1169 0.073
H -4.800 -1.225 5.336 0.1430 0.2177 0.0078 0.080
H -1.911 -1.519 6.151 0.4656 -0.2960 -0.5578 0.129
H -1.300 -1.082 3.696 -0.0526 0.0176 -0.2620 0.109
H -3.071 -1.181 3.339 0.1525 -0.1254 -0.3391 0.130
H -3.150 -3.289 2.136 0.0142 0.2845 0.0481 0.092
H -2.157 -4.585 2.731 0.0911 0.0423 0.0418 0.089
H -1.395 -3.242 1.909 0.2288 0.4809 0.3869 0.068
H -2.933 0.568 6.380 0.0763 0.2134 -0.0459 0.068
H -1.779 0.686 5.207 -0.2232 0.3535 0.2583 0.010
```
Forces are in eV/Å.